106
Properties=species:S:1:pos:R:3:forces:R:3 method="wB97M-V/def2-TZVPD" spin_multiplicity=2 relative_energy_kcal_mol=9.7 molar_mass_g_mol=866.408 lumo_ev="0.037 / -0.099" homo_ev="-7.13 / -7.04" gap_ev="7.17 / 6.95"
V 0.751 0.582 0.401 -0.77 -1.22 0.30
N 1.046 0.438 2.556 0.25 -0.24 0.26
C 2.384 0.025 3.036 -0.26 0.12 -0.18
C 3.480 0.687 2.228 0.02 0.07 -0.31
N 3.227 0.480 0.790 -0.17 -0.20 0.23
H 0.675 1.209 3.095 0.00 0.08 0.00
H 0.417 -0.363 2.647 -0.01 -0.11 0.08
H 2.445 -1.056 2.915 -0.03 -0.05 -0.03
H 2.524 0.238 4.095 -0.01 0.05 0.09
H 4.440 0.284 2.554 0.14 -0.03 0.02
H 3.494 1.764 2.427 -0.01 0.04 -0.02
H 3.024 -0.504 0.606 0.12 -0.01 0.04
H 4.033 0.710 0.222 -0.03 0.14 -0.03
O 6.773 3.932 -0.232 0.03 0.21 -0.10
C 5.882 4.989 -0.547 -0.05 -0.39 0.15
N 4.596 4.486 -0.117 0.03 0.06 -0.10
C 3.472 5.217 -0.270 -0.27 0.11 0.00
O 3.468 6.314 -0.804 0.05 -0.03 0.09
C 2.213 4.591 0.264 0.49 -0.27 -0.27
C 1.236 5.376 0.838 -0.20 0.40 0.07
C 0.095 4.756 1.305 -0.18 -0.16 0.07
C -0.041 3.383 1.156 -0.12 0.02 -0.02
N 0.885 2.611 0.570 0.54 1.48 0.16
C 1.997 3.229 0.146 0.06 0.08 0.05
H 7.673 4.214 -0.422 -0.04 -0.01 0.01
H 5.857 5.207 -1.614 -0.02 -0.02 -0.13
H 6.128 5.908 -0.014 0.05 0.08 0.11
H 4.598 3.643 0.432 0.06 0.02 0.04
H 1.374 6.450 0.894 0.00 -0.08 0.02
H -0.708 5.312 1.771 0.03 -0.01 -0.03
H -0.934 2.865 1.475 -0.04 -0.02 0.03
H 2.726 2.599 -0.347 -0.02 -0.05 0.02
C 3.145 0.085 -3.571 -0.09 0.07 0.08
O 2.631 0.371 -2.262 0.06 -0.02 -0.11
P 1.032 0.466 -1.966 0.20 -0.35 -0.32
O 0.475 -0.796 -2.767 -0.08 0.01 0.05
C -0.389 -1.818 -2.232 0.14 0.08 -0.11
O 0.570 1.570 -3.059 -0.12 0.13 -0.13
C 0.818 2.955 -2.842 -0.04 -0.06 0.05
H 3.172 0.997 -4.169 -0.01 0.01 -0.03
H 2.536 -0.662 -4.075 -0.01 -0.02 0.01
H 4.155 -0.295 -3.442 0.04 0.00 0.02
H -0.991 -2.173 -3.064 -0.03 0.01 -0.04
H -1.028 -1.412 -1.453 -0.02 0.06 0.10
H 0.216 -2.625 -1.827 0.02 -0.02 0.00
H 0.185 3.346 -2.042 0.00 -0.03 0.01
H 0.582 3.473 -3.767 -0.05 0.00 -0.06
H 1.865 3.142 -2.601 0.08 -0.01 0.01
C 1.660 -7.799 -0.992 0.01 0.06 0.02
C 1.485 -6.386 -0.492 0.04 -0.02 0.00
C 2.576 -5.537 -0.339 0.01 0.00 -0.05
C 2.429 -4.234 0.128 0.07 -0.01 -0.02
C 3.640 -3.337 0.247 -0.05 -0.05 0.01
C 1.155 -3.787 0.478 -0.14 -0.10 -0.02
C 0.039 -4.617 0.336 -0.14 0.01 0.08
C -1.350 -4.146 0.709 0.24 -0.10 -0.07
C 0.225 -5.903 -0.159 -0.05 -0.01 -0.04
C 0.948 -2.403 1.026 0.35 0.38 -0.53
O 0.490 -2.261 2.155 -0.20 0.02 0.29
O 1.303 -1.440 0.232 -0.06 -0.22 0.49
H 2.655 -7.950 -1.412 -0.03 0.02 0.01
H 0.926 -8.039 -1.764 0.01 0.02 0.02
H 1.527 -8.521 -0.183 0.00 0.03 0.00
H 3.568 -5.894 -0.601 -0.04 0.01 0.01
H 4.552 -3.893 0.029 -0.01 -0.01 0.02
H 3.733 -2.921 1.255 -0.03 -0.01 -0.04
H 3.571 -2.501 -0.452 -0.01 -0.02 0.00
H -1.496 -3.083 0.511 0.05 -0.08 -0.04
H -1.534 -4.281 1.777 0.06 -0.01 -0.07
H -2.106 -4.709 0.158 0.05 0.01 0.02
H -0.643 -6.546 -0.287 0.05 0.03 0.01
C -0.957 0.501 0.338 0.37 0.06 -0.37
Ge -2.861 0.344 0.299 0.18 0.08 -0.02
C -3.659 1.900 1.176 -0.21 0.30 0.21
C -4.404 1.821 2.354 0.03 0.19 -0.04
C -4.949 2.966 2.935 0.08 -0.07 -0.07
C -4.760 4.208 2.344 0.03 -0.05 -0.03
C -4.027 4.305 1.165 0.01 -0.11 0.03
C -3.486 3.161 0.591 -0.05 -0.02 0.08
C -3.539 0.403 -1.527 -0.15 -0.07 -0.38
C -4.823 -0.019 -1.890 0.04 0.15 -0.07
C -5.267 0.088 -3.204 0.09 0.01 0.08
C -4.436 0.626 -4.180 0.01 0.00 0.05
C -3.164 1.061 -3.836 0.02 -0.03 0.09
C -2.724 0.949 -2.520 -0.14 -0.15 -0.08
C -3.414 -1.250 1.263 -0.13 -0.35 0.24
C -2.934 -1.416 2.569 -0.12 -0.11 -0.05
C -3.260 -2.541 3.317 -0.04 0.06 -0.09
C -4.070 -3.528 2.769 -0.01 0.07 -0.01
C -4.541 -3.391 1.470 0.04 0.11 0.02
C -4.211 -2.263 0.725 0.03 0.02 0.16
H -4.568 0.859 2.828 0.01 0.02 -0.03
H -5.526 2.885 3.849 0.01 0.00 -0.02
H -5.189 5.096 2.793 0.01 -0.02 -0.01
H -3.888 5.270 0.690 -0.01 -0.02 0.01
H -2.927 3.250 -0.338 -0.02 -0.02 0.03
H -5.499 -0.416 -1.143 -0.01 0.00 0.01
H -6.263 -0.248 -3.466 0.01 0.01 0.01
H -4.782 0.706 -5.204 0.01 0.00 0.03
H -2.506 1.477 -4.591 -0.01 -0.01 0.03
H -1.724 1.267 -2.263 0.06 0.06 -0.01
H -2.282 -0.664 3.004 -0.02 -0.01 -0.03
H -2.872 -2.654 4.323 0.00 0.01 -0.03
H -4.321 -4.409 3.347 0.00 0.01 0.00
H -5.158 -4.168 1.032 0.02 0.03 0.01
H -4.570 -2.188 -0.294 0.01 0.00 -0.02